Entry from OMol25: a 9-piece molecular cluster, C40H99N5O12 overall at a distorted geometry (ωB97M-V/def2-TZVPD).

XYZ file:
```
156
Properties=species:S:1:pos:R:3
C 2.865 -1.467 -3.263
O 3.026 -2.664 -2.524
C 2.379 -2.681 -1.249
C 2.386 -4.165 -0.639
N 3.682 -4.868 -0.919
C 3.639 -6.232 -1.418
C 2.938 -7.179 -0.304
O 2.508 -8.375 -0.865
C 3.392 -9.387 -1.232
H 1.864 -1.621 -3.666
H 3.606 -1.401 -4.059
H 3.005 -0.569 -2.663
H 1.314 -2.475 -1.360
H 2.959 -1.916 -0.734
H 1.682 -4.752 -1.228
H 1.996 -4.250 0.376
H 4.112 -4.321 -1.651
H 4.687 -6.439 -1.633
H 3.161 -6.268 -2.397
H 2.071 -6.703 0.155
H 3.611 -7.241 0.552
H 4.128 -9.584 -0.453
H 4.046 -9.100 -2.055
H 2.975 -10.356 -1.507
C 4.152 4.466 -5.799
O 3.874 4.226 -4.423
C 4.928 4.671 -3.490
C 4.655 3.965 -2.148
N 4.377 2.577 -2.373
C 5.539 1.839 -2.759
C 5.872 0.767 -1.682
O 7.148 0.244 -1.877
C 7.349 -0.531 -2.933
H 3.839 5.428 -6.206
H 3.740 3.724 -6.484
H 5.234 4.469 -5.926
H 4.790 5.745 -3.372
H 5.936 4.494 -3.864
H 3.715 4.406 -1.815
H 5.450 4.014 -1.404
H 3.506 2.443 -2.865
H 6.384 2.524 -2.693
H 5.397 1.351 -3.723
H 5.182 -0.074 -1.607
H 5.931 1.187 -0.678
H 8.422 -0.718 -2.894
H 7.169 0.079 -3.819
H 6.891 -1.514 -3.043
C -4.430 -2.312 6.224
O -4.041 -3.611 6.680
C -2.638 -3.835 6.612
C -2.065 -4.116 5.164
N -0.614 -4.436 5.361
C 0.289 -4.059 4.192
C 0.048 -4.913 2.944
O -1.333 -4.703 2.446
C -1.808 -5.766 1.578
H -3.971 -1.613 6.923
H -5.486 -2.095 6.387
H -4.134 -2.087 5.199
H -2.384 -4.731 7.178
H -2.145 -3.038 7.169
H -2.175 -3.280 4.473
H -2.598 -4.963 4.732
H -0.320 -4.164 6.288
H 1.317 -4.310 4.455
H 0.131 -3.000 3.987
H 0.170 -5.978 3.142
H 0.691 -4.646 2.105
H -2.332 -6.480 2.213
H -1.075 -6.352 1.022
H -2.500 -5.265 0.901
C -2.430 5.415 -2.936
C -3.443 4.468 -3.686
C -2.835 3.060 -3.875
C -2.825 2.217 -2.627
C -4.241 2.169 -2.042
C -4.803 3.511 -1.742
N -4.686 4.365 -2.896
O -5.374 5.582 -2.764
C -6.296 3.325 -1.491
C -4.221 4.200 -0.453
C -3.842 4.967 -5.064
H -1.494 5.622 -3.455
H -1.965 4.987 -2.049
H -2.880 6.319 -2.525
H -3.159 2.453 -4.721
H -1.793 3.218 -4.152
H -2.170 2.456 -1.789
H -2.558 1.213 -2.954
H -4.126 1.626 -1.104
H -4.934 1.592 -2.654
H -6.741 2.846 -2.363
H -6.322 2.609 -0.669
H -6.833 4.256 -1.313
H -3.187 4.515 -0.597
H -4.862 5.040 -0.187
H -4.275 3.390 0.275
H -4.174 6.005 -5.034
H -4.611 4.426 -5.616
H -2.924 4.947 -5.651
H -6.122 5.483 -3.357
C 2.758 0.752 0.195
C 1.980 0.565 1.472
C 2.796 1.414 2.498
C 1.932 1.898 3.650
C 0.791 2.719 3.159
C -0.119 1.787 2.162
N 0.698 1.200 1.129
O -0.091 0.480 0.222
C -1.055 0.802 2.944
C -0.988 2.946 1.480
C 1.876 -0.867 1.880
H 3.723 0.262 0.324
H 3.057 1.745 -0.141
H 2.450 0.141 -0.653
H 3.643 0.812 2.828
H 3.321 2.298 2.136
H 2.573 2.343 4.412
H 1.525 0.975 4.062
H 1.453 3.345 2.561
H 0.147 3.321 3.801
H -2.024 1.300 2.913
H -1.346 -0.127 2.454
H -0.719 0.602 3.962
H -1.712 2.561 0.762
H -1.592 3.480 2.213
H -0.373 3.642 0.910
H 1.443 -1.522 1.124
H 1.281 -0.947 2.790
H 2.871 -1.210 2.165
H -0.454 -0.221 0.769
C -2.538 -2.290 0.082
O -1.439 -2.250 0.971
H -2.453 -3.223 -0.475
H -3.494 -2.101 0.571
H -2.483 -1.558 -0.725
H -1.424 -2.988 1.585
C -5.149 -0.732 2.254
O -6.116 -0.434 3.200
H -5.102 0.041 1.488
H -4.163 -1.021 2.619
H -5.539 -1.569 1.675
H -7.019 -0.532 2.890
C 1.085 2.656 -2.940
O 1.943 2.347 -3.968
H 0.272 1.931 -2.903
H 1.545 2.587 -1.955
H 0.664 3.655 -3.048
H 2.521 3.095 -4.132
C -4.691 2.617 4.587
O -4.821 1.167 4.832
H -4.678 3.003 5.606
H -3.842 2.903 3.964
H -5.594 3.134 4.263
H -5.305 0.774 4.102
```

Results
- HOMO energy: -7.95 eV
- Kohn-Sham gap: 8.3 eV
- Charge: 0
- Spin multiplicity: 1
- LUMO: 0.376 eV
- SMILES: CC1(C)CCCC(C)(C)N1O.CC1(C)CCCC(C)(C)N1O.COCCNCCOC.COCCNCCOC.COCCNCCOC.CO.CO.CO.CO